# 1
C3H15NO3S | the ωB97M-V functional and the def2-TZVPD basis

Geometry as ORCA input:
```
! wB97M-V def2-TZVPD RIJCOSX def2/J DEFGRID3
* xyz 0 1
C -0.788 -0.431 -0.752
C -1.500 0.404 0.316
C -1.003 1.836 0.377
S -1.982 2.970 -0.760
N 0.606 -0.830 -0.573
H -0.864 0.113 -1.695
H -1.392 -1.329 -0.897
H -2.560 0.323 0.056
H -1.438 -0.035 1.319
H -0.005 1.957 -0.008
H -1.069 2.273 1.364
H -2.196 1.972 -1.623
H 0.759 -0.964 0.417
H 1.220 -0.146 -0.988
H 2.664 2.484 -1.652
H 2.565 1.368 -2.786
O 2.436 1.577 -1.860
H -0.549 -4.163 1.060
H 0.040 -2.961 0.325
O 0.292 -3.774 0.798
H 0.947 -1.288 2.738
H 2.366 -0.829 2.402
O 1.451 -0.528 2.424
*
```

ΔE to the lowest compared entry with this formula, charge and spin = 6.7 kcal/mol
Highest occupied orbital energy = -8.80 eV
Gap between HOMO and LUMO = 0.3448 Eh
Strongest force on any atom = 1.4 eV Å⁻¹

=====

# 2
C3H15NO3S | the ωB97M-V functional and the def2-TZVPD basis

Geometry as ORCA input:
```
! wB97M-V def2-TZVPD RIJCOSX def2/J DEFGRID3
* xyz 0 1
C -0.763 -1.885 -0.040
C -0.873 -0.373 -0.432
C -0.904 -0.132 -1.972
S 0.751 0.216 -2.592
N -0.075 -1.928 1.222
H -1.771 -2.351 -0.004
H -0.173 -2.384 -0.991
H -0.054 0.168 -0.007
H -1.681 0.045 0.144
H -1.442 -0.931 -2.510
H -1.377 0.790 -2.370
H 2.340 0.070 -1.195
H 0.135 -2.838 1.639
H 0.800 -1.365 1.190
H 1.246 1.313 -0.629
H 2.159 2.389 -0.216
O 1.281 2.058 0.032
H -0.921 0.743 2.875
H -1.283 -0.683 2.664
O -1.719 0.189 2.763
H 1.176 1.584 3.232
H 1.138 1.555 1.639
O 0.947 1.057 2.468
*
```

ΔE to the lowest compared entry with this formula, charge and spin = 80.8 kcal/mol
Highest occupied orbital energy = -9.22 eV
Gap between HOMO and LUMO = 0.2655 Eh
Strongest force on any atom = 3.5 eV Å⁻¹

=====

# 3
C3H15NO4 | the ωB97M-V functional and the def2-TZVPD basis

Geometry as ORCA input:
```
! wB97M-V def2-TZVPD RIJCOSX def2/J DEFGRID3
* xyz 0 1
C 2.541 -1.519 0.870
C 2.609 -0.270 0.306
N 1.459 0.535 0.323
C 1.301 1.551 -0.696
H 1.582 -1.971 1.055
H 3.355 -2.085 1.192
H 3.540 0.168 -0.214
H 0.603 0.031 0.387
H 1.943 1.467 -1.596
H 0.224 1.421 -0.930
H 1.623 2.456 -0.182
H -2.134 -0.989 -2.405
H -1.040 -1.870 -1.836
O -1.602 -1.797 -2.588
H -2.525 1.092 -1.443
H -0.979 0.997 -1.083
O -1.649 0.941 -1.821
H -3.158 1.740 0.808
H -3.257 0.557 1.754
O -2.761 1.010 1.011
H 0.126 -0.343 3.474
H 0.714 -1.037 2.243
O -0.180 -0.647 2.603
*
```

ΔE to the lowest compared entry with this formula, charge and spin = 76.8 kcal/mol
Highest occupied orbital energy = -8.30 eV
Gap between HOMO and LUMO = 0.3193 Eh
Strongest force on any atom = 8.8 eV Å⁻¹

=====

# 4
C3H15NSi3 | the ωB97M-V functional and the def2-TZVPD basis

Geometry as ORCA input:
```
! wB97M-V def2-TZVPD RIJCOSX def2/J DEFGRID3
* xyz 0 1
C -3.055 -0.239 0.308
C -1.951 -0.921 -0.457
C -0.750 -1.378 0.353
N 1.039 0.084 -1.196
Si 4.485 -0.799 -0.380
Si -0.057 2.271 0.972
Si 0.560 0.087 0.465
H -3.620 0.378 -0.391
H -3.511 -0.998 0.956
H -2.587 0.379 1.014
H -2.346 -1.657 -1.011
H -1.469 -0.306 -1.345
H -0.211 -2.175 -0.168
H -1.164 -1.721 1.236
H 0.435 -0.047 -2.101
H 1.879 0.601 -1.430
H 5.225 0.295 0.091
H 3.878 -1.297 0.835
H 3.507 -0.662 -1.462
H 1.227 2.844 1.204
H -0.750 3.244 0.215
H -0.763 2.018 2.291
*
```

ΔE to the lowest compared entry with this formula, charge and spin = 122.8 kcal/mol
Highest occupied orbital energy (alpha / beta) = -7.90 / -7.21 eV
Gap between HOMO and LUMO (alpha / beta) = 0.2589 / 0.2350 Eh
Strongest force on any atom = 4.6 eV Å⁻¹

=====

# 5
C3H16NO4 | the ωB97M-V functional and the def2-TZVPD basis

Geometry as ORCA input:
```
! wB97M-V def2-TZVPD RIJCOSX def2/J DEFGRID3
* xyz 1 1
C -0.485 -0.762 -3.708
C -0.364 -0.854 -2.236
C -0.311 0.187 -1.428
N -0.140 -0.019 0.016
H -0.976 0.186 -4.014
H 0.400 -0.532 -4.306
H -1.192 -1.442 -4.176
H -0.264 -1.839 -1.791
H -0.327 1.247 -1.628
H 0.773 0.227 0.400
H -0.771 0.666 0.459
H -0.461 -0.853 0.545
H 4.056 1.857 1.379
H 3.974 0.897 0.159
O 3.830 0.959 1.108
H -0.218 -1.576 2.322
H -1.524 -2.445 2.429
O -0.971 -1.936 1.830
H -3.263 2.113 -0.319
H -3.641 1.773 1.106
O -2.908 1.714 0.483
H 2.100 0.122 2.382
H 0.971 1.008 2.875
O 1.134 0.209 2.355
*
```

ΔE to the lowest compared entry with this formula, charge and spin = 21.5 kcal/mol
Highest occupied orbital energy = -13.83 eV
Gap between HOMO and LUMO = 0.4071 Eh
Strongest force on any atom = 2.9 eV Å⁻¹

=====

# 6
C3H16O7S2 | the ωB97M-V functional and the def2-TZVPD basis

Geometry as ORCA input:
```
! wB97M-V def2-TZVPD RIJCOSX def2/J DEFGRID3
* xyz 0 1
C 0.709 -0.721 0.042
C -0.165 0.251 -0.697
O -0.063 0.040 -2.032
O -0.831 1.161 -0.256
C 0.888 -0.242 1.476
S -0.463 -0.729 2.570
S -1.547 0.867 3.126
H 0.129 -1.656 0.031
H 1.595 -0.935 -0.542
H -0.591 0.642 -2.571
H 1.275 0.768 1.513
H 1.727 -0.777 1.939
H -0.728 1.513 3.974
H -2.748 -2.216 -0.099
H -2.657 -1.341 -1.321
O -2.523 -2.255 -1.038
H -1.024 -4.111 -0.248
H 0.203 -4.392 0.668
O -0.199 -3.732 0.077
H 3.800 0.341 -0.406
H 2.834 1.382 -0.751
O 3.306 1.044 0.039
H -3.032 2.032 -1.124
H -2.649 1.989 0.314
O -3.434 2.028 -0.247
H 1.513 3.043 -0.895
H 2.751 3.245 -1.813
O 1.925 2.759 -1.727
*
```

ΔE to the lowest compared entry with this formula, charge and spin = 0.0 kcal/mol
Highest occupied orbital energy = -8.72 eV
Gap between HOMO and LUMO = 0.3304 Eh
Strongest force on any atom = 1.6 eV Å⁻¹

=====

# 7
C3H17Br2N3O3 | the ωB97M-V functional and the def2-TZVPD basis

Geometry as ORCA input:
```
! wB97M-V def2-TZVPD RIJCOSX def2/J DEFGRID3
* xyz 2 1
N 4.736 26.234 -7.617
H 3.989 26.162 -8.294
H 4.750 25.368 -7.098
H 4.545 27.110 -7.152
H 5.589 26.278 -8.157
N -0.607 33.748 -12.858
H -0.445 32.751 -12.878
H 0.322 34.022 -13.143
H -0.844 34.079 -11.934
H -1.141 34.007 -13.675
N 7.054 28.447 -13.554
H 7.376 29.401 -13.470
H 6.993 28.026 -14.470
H 6.075 28.611 -13.364
H 7.480 27.789 -12.917
O 0.981 27.502 -10.024
C 1.180 28.244 -11.106
O 0.193 28.860 -11.596
O 2.335 28.349 -11.528
H 0.031 27.508 -9.885
Br -5.911 28.402 -10.989
C -5.868 28.275 -12.905
C -6.567 29.457 -13.677
Br -5.885 31.218 -13.119
H -6.231 27.291 -13.203
H -4.849 28.275 -13.294
H -7.624 29.649 -13.490
H -6.392 29.277 -14.738
*
```

ΔE to the lowest compared entry with this formula, charge and spin = 100.9 kcal/mol
Highest occupied orbital energy = -10.94 eV
Gap between HOMO and LUMO = 0.1794 Eh
Strongest force on any atom = 4.1 eV Å⁻¹

=====

# 8
C3H18NO4 | the ωB97M-V functional and the def2-TZVPD basis

Geometry as ORCA input:
```
! wB97M-V def2-TZVPD RIJCOSX def2/J DEFGRID3
* xyz 0 2
C -0.724 0.891 2.745
C -1.216 -0.203 1.804
N -0.187 -0.528 0.768
C -0.480 -1.470 -0.375
H -0.127 1.684 2.235
H -1.492 1.380 3.244
H -0.044 0.482 3.626
H -1.282 -1.002 2.424
H -2.239 0.169 1.303
H 0.624 -1.091 1.303
H 0.275 0.323 0.395
H -1.649 -1.755 -0.432
H 0.161 -2.365 -0.230
H -0.332 -1.032 -1.345
H -3.664 1.263 -1.253
H -3.841 -0.100 -0.808
O -3.112 0.552 -0.810
H 1.399 2.624 -1.185
H 1.119 1.215 -1.692
O 1.744 1.629 -1.200
H 3.748 -1.239 1.198
H 3.437 -1.285 -0.257
O 3.000 -1.415 0.623
H 2.155 0.916 -3.655
H 1.371 -0.070 -4.656
O 1.358 0.428 -3.769
*
```

ΔE to the lowest compared entry with this formula, charge and spin = 44.6 kcal/mol
Highest occupied orbital energy (alpha / beta) = -2.43 / -11.17 eV
Gap between HOMO and LUMO (alpha / beta) = 0.1113 / 0.4235 Eh
Strongest force on any atom = 6.2 eV Å⁻¹
⟨S²⟩ = 0.75

=====

What did the sixth record say?
C3H16O7S2 | the ωB97M-V functional and the def2-TZVPD basis

Geometry as ORCA input:
```
! wB97M-V def2-TZVPD RIJCOSX def2/J DEFGRID3
* xyz 0 1
C 0.709 -0.721 0.042
C -0.165 0.251 -0.697
O -0.063 0.040 -2.032
O -0.831 1.161 -0.256
C 0.888 -0.242 1.476
S -0.463 -0.729 2.570
S -1.547 0.867 3.126
H 0.129 -1.656 0.031
H 1.595 -0.935 -0.542
H -0.591 0.642 -2.571
H 1.275 0.768 1.513
H 1.727 -0.777 1.939
H -0.728 1.513 3.974
H -2.748 -2.216 -0.099
H -2.657 -1.341 -1.321
O -2.523 -2.255 -1.038
H -1.024 -4.111 -0.248
H 0.203 -4.392 0.668
O -0.199 -3.732 0.077
H 3.800 0.341 -0.406
H 2.834 1.382 -0.751
O 3.306 1.044 0.039
H -3.032 2.032 -1.124
H -2.649 1.989 0.314
O -3.434 2.028 -0.247
H 1.513 3.043 -0.895
H 2.751 3.245 -1.813
O 1.925 2.759 -1.727
*
```

ΔE to the lowest compared entry with this formula, charge and spin = 0.0 kcal/mol
Highest occupied orbital energy = -8.72 eV
Gap between HOMO and LUMO = 0.3304 Eh
Strongest force on any atom = 1.6 eV Å⁻¹

=====

- What is the formula in the second record?
  C3H15NO3S